[1]
15
Properties=species:S:1:pos:R:3 method="wB97M-V/def2-TZVPD" e_above_lowest_ev=4.9554 spin_multiplicity=1 homo_ev=-8.9 total_charge=0
C 1.30998 -0.84087 -1.54536
N -0.86344 0.78766 1.88409
C -0.64845 0.24245 0.63437
C 0.02128 -1.78028 -0.32315
N -0.40580 0.97600 -0.42338
O -1.36195 2.10676 1.87698
N -0.48795 -1.08096 0.64464
O -0.08359 -2.87965 -0.74547
H -0.71241 2.61235 2.38365
H -1.40529 0.18815 2.49619
H 0.25737 0.30243 -1.14651
H -0.49902 1.97741 -0.33087
H 1.87899 0.09057 -1.65914
H 0.89536 -1.17677 -2.49338
H 2.10493 -1.52526 -1.25265

[2]
15
Properties=species:S:1:pos:R:3 method="wB97M-V/def2-TZVPD" e_above_lowest_ev=5.8734 spin_multiplicity=1 homo_ev=-10.0 total_charge=0
H -1.02114 0.89001 -1.12106
N -2.07003 0.77791 -0.89788
C -2.22875 -0.17833 -0.07783
N -1.12949 -1.04865 0.50966
C 0.21360 -0.51444 0.07229
C 0.66147 0.82974 0.84257
O 1.13058 1.89457 -0.13703
N 1.01254 -1.37743 -0.35738
O 2.29539 -0.62940 -0.44060
H -3.08393 -0.62980 0.41523
H -1.33908 -1.95918 -0.02971
H -0.29874 1.31318 1.26821
H 1.29729 0.62998 1.56927
H 1.54479 1.33469 -0.97245
H 3.01552 -1.33286 -0.64330

[3]
17
Properties=species:S:1:pos:R:3 method="wB97M-V/def2-TZVPD" e_above_lowest_ev=2.7631 spin_multiplicity=1 homo_ev=-10.0 total_charge=0
N -1.20756 -1.76088 0.50548
C -0.26110 -1.24563 -0.54392
C 1.12437 -0.80421 -0.10046
N 1.10859 0.36589 0.76422
O 2.30797 0.89850 1.19899
N 0.08615 1.05910 1.06633
O 0.32969 2.01141 1.81562
C -0.96499 -0.27108 -1.47608
O -0.38453 0.46679 -2.19530
O -2.27332 -0.39845 -1.42920
H -0.91288 -2.71343 0.76639
H -1.04697 -1.28843 1.37805
H -0.03792 -2.14221 -1.20123
H 1.65331 -0.50525 -1.00271
H 1.64695 -1.60640 0.39708
H 2.03829 1.73428 1.61073
H -2.47918 -1.02774 -0.69864

[4]
15
Properties=species:S:1:pos:R:3 method="wB97M-V/def2-TZVPD" e_above_lowest_ev=4.1073 spin_multiplicity=1 homo_ev=-8.7 total_charge=0
H -1.04678 1.39039 -1.81915
N -1.67245 1.35111 -0.97779
C -1.64077 0.23637 -0.29090
N -2.51157 -0.18628 0.62476
S -0.52256 -0.87208 -1.01861
C 0.53328 -0.89873 0.48343
C 1.33566 0.49125 0.52701
N 2.56249 0.75986 0.09279
O 3.15029 -0.29592 -0.70417
H -2.96547 -1.15802 0.37712
H -3.27825 0.49969 0.52758
H 1.21226 -1.73725 0.47550
H 0.00524 -0.99218 1.40972
H 0.78196 1.21231 1.16633
H 4.05668 0.19947 -0.87363

[5]
15
Properties=species:S:1:pos:R:3 method="wB97M-V/def2-TZVPD" e_above_lowest_ev=3.2035 spin_multiplicity=1 homo_ev=-8.6 total_charge=0
N -2.78214 -0.48090 0.12608
N -1.76849 0.50384 -0.04902
C -0.58840 -0.00020 -0.11107
S -0.11728 -1.67535 0.02968
C 1.64115 -1.23120 -0.12809
C 1.70479 0.26899 0.25456
N 0.51336 0.81382 -0.37358
O 0.28249 2.16287 0.03892
H -2.98647 -0.71858 -0.85025
H -3.59491 0.02409 0.46292
H 2.21602 -1.75820 0.57612
H 1.98090 -1.35095 -1.17064
H 1.60629 0.41039 1.34918
H 2.61202 0.82517 -0.16309
H -0.71934 2.20623 0.00828

[6]
15
Properties=species:S:1:pos:R:3 method="wB97M-V/def2-TZVPD" e_above_lowest_ev=2.6229 spin_multiplicity=1 homo_ev=-8.6 total_charge=0
C -2.37404 -0.32338 -1.04858
N -2.29993 -0.02897 0.38698
N -1.60283 -1.06917 1.00492
C -0.34948 -0.74762 1.07107
N 0.11333 0.49891 0.74645
S 1.75717 0.83873 0.55590
C 2.05452 0.19026 -1.05680
O 1.23019 -0.32525 -1.78937
H -2.73478 -1.31295 -1.31840
H -2.94814 0.44284 -1.60533
H -1.36215 -0.17272 -1.48860
H -3.29229 -0.08747 0.74484
H 0.37270 -1.49010 1.34048
H -0.57108 1.05452 0.28895
H 3.11949 0.22723 -1.30401

[7]
15
Properties=species:S:1:pos:R:3 method="wB97M-V/def2-TZVPD" e_above_lowest_ev=6.1142 spin_multiplicity=1 homo_ev=-8.5 total_charge=0
C 0.12106 0.11363 0.94419
C -0.67605 1.43476 0.94011
C -0.45416 -0.26324 -0.46448
H 2.23186 -0.39142 0.94718
H 2.15761 1.31322 0.62280
H -0.11914 -0.74896 1.63074
H 0.05901 2.11673 1.49718
H -1.58327 1.36604 1.64391
H 0.58222 -2.25938 -0.60330
H -0.24146 -1.77111 -3.40557
N 1.46683 0.40873 0.99379
N -0.98407 0.64034 -1.13240
N -0.42304 -1.51290 -0.98052
O -1.02336 1.79808 -0.34322
S -1.11402 -2.24451 -2.29041

[8]
14
Properties=species:S:1:pos:R:3 method="wB97M-V/def2-TZVPD" e_above_lowest_ev=2.6092 spin_multiplicity=1 homo_ev=-8.1 total_charge=0
H -1.57230 -2.05993 -0.38411
N -0.91086 -1.28127 -0.49656
C -1.50382 -0.21752 -0.09612
C -2.94913 -0.02953 0.22356
N -0.68147 0.89761 0.20131
C 0.62711 1.36583 -0.14444
N 1.76262 0.85961 -0.32687
S 2.08364 -0.68119 0.26282
H -3.48647 0.49138 -0.61426
H -3.34401 -1.07121 0.53600
H -3.05150 0.60798 1.21623
H -1.40048 1.79551 0.12840
H 0.41697 2.44018 -0.40251
H 0.86252 -1.34913 -0.22815

[9]
14
Properties=species:S:1:pos:R:3 method="wB97M-V/def2-TZVPD" e_above_lowest_ev=2.3104 spin_multiplicity=1 homo_ev=-8.3 total_charge=0
C 1.32634 0.45830 -2.17161
C 0.04459 0.74169 -1.47469
N -0.16968 0.30004 -0.29315
S -1.71739 0.63526 0.37845
C -1.42646 0.28425 2.08798
N -0.80552 -0.69267 2.62801
N -0.24714 -1.65187 1.83818
H 1.15564 -0.13850 -3.08685
H 2.00913 -0.11316 -1.54922
H 1.83274 1.39422 -2.43861
H -0.70609 1.32132 -1.98025
H -1.88527 0.99783 2.75499
H 0.43104 -2.20461 2.36039
H 0.15808 -1.33209 0.94638

[10]
14
Properties=species:S:1:pos:R:3 method="wB97M-V/def2-TZVPD" e_above_lowest_ev=5.6689 spin_multiplicity=1 homo_ev="-7.4 / -7.9" total_charge=0
C 0.08002 -0.91910 -1.38542
C -0.37369 1.85095 0.36359
C -1.01180 0.86191 1.32929
N 0.80798 0.36135 -1.00984
N 0.32647 1.37896 -0.55732
N 0.60093 -1.72289 -0.41963
S 2.13000 -2.30511 -0.56731
H -1.02206 -0.67612 -1.21229
H 0.40483 -1.02131 -2.45307
H -0.77409 2.82550 0.43130
H -0.64300 1.05656 2.33821
H -0.68514 -0.09509 1.10913
H -2.10370 0.88467 1.21009
H 2.26326 -2.48029 0.82328

[11]
15
Properties=species:S:1:pos:R:3 method="wB97M-V/def2-TZVPD" e_above_lowest_ev=3.8996 spin_multiplicity=1 homo_ev=-8.7 total_charge=0
H -2.68421 2.81553 -0.11256
N -2.81831 1.76046 -0.13251
C -1.75655 1.02600 -0.11245
N -1.73033 -0.25852 -0.00171
S -3.15074 -1.21576 -0.24509
S -0.02521 1.64394 -0.13742
N 0.80747 0.20804 -0.31599
C 2.10830 0.21266 -0.08736
C 2.64429 -1.25803 -0.06459
H -0.97932 -0.65059 0.81369
H -3.80396 -0.66368 0.92363
H 2.94712 1.03826 -0.02948
H 1.83821 -1.89865 0.34989
H 3.80987 -1.28102 0.39539
H 2.79337 -1.47863 -1.24343

[12]
14
Properties=species:S:1:pos:R:3 method="wB97M-V/def2-TZVPD" e_above_lowest_ev=4.5947 spin_multiplicity=1 homo_ev=-13.5 total_charge=+1
C 1.79536 -0.49989 0.99030
C -1.79030 0.36610 -0.14321
C -1.86119 -0.92658 0.18252
N 2.40312 -2.92648 -1.36531
N 2.13121 -2.04413 -0.73041
N 1.95419 -0.95393 -0.20707
N 1.67571 0.81228 1.07892
H 1.86114 -1.25614 1.88803
H -1.22326 0.98296 0.55252
H -2.31011 0.92489 -1.04820
H -2.46706 -1.62188 -0.30313
H -1.42091 -1.04722 1.21159
H 1.54685 1.17101 2.09004
H 1.88966 1.49414 0.28234

[13]
14
Properties=species:S:1:pos:R:3 method="wB97M-V/def2-TZVPD" e_above_lowest_ev=2.1229 spin_multiplicity=1 homo_ev=-12.6 total_charge=+1
C 0.04422 0.10674 0.26030
C 2.48781 -0.43538 0.20478
C -1.18969 0.54071 -0.50595
N 3.63812 -0.21251 -0.41796
N 4.64800 -0.01134 -0.96144
N 1.28274 0.10806 -0.28336
N 0.00647 -0.29078 1.51077
H 2.55516 -0.89873 1.13334
H -1.19448 -0.00837 -1.44444
H -2.14794 0.34599 -0.02595
H -1.11801 1.63877 -0.67660
H 1.27327 0.28146 -1.26139
H -0.90422 -0.35930 1.99661
H 0.75928 -0.85347 1.89539

[14]
15
Properties=species:S:1:pos:R:3 method="wB97M-V/def2-TZVPD" e_above_lowest_ev=2.0197 spin_multiplicity=1 homo_ev=-12.1 total_charge=+1
N 2.66505 -0.27548 0.09019
C 1.30582 -0.23575 0.05418
C 0.38161 -1.26121 -0.01915
N -0.85697 -0.71130 0.15581
O -1.93629 -1.52104 0.08766
C -0.77514 0.63481 0.22616
N -1.84415 1.36996 -0.04629
N 0.51992 0.94301 0.07665
H 3.02982 -1.11196 0.56601
H 3.22676 0.48183 -0.39237
H 0.51019 -2.36321 -0.29059
H -2.42957 -1.29583 -0.77878
H -2.73713 1.05684 0.17451
H -1.94900 2.35505 -0.17392
H 0.88911 1.93429 0.26996

[15]
15
Properties=species:S:1:pos:R:3 method="wB97M-V/def2-TZVPD" e_above_lowest_ev=3.1188 spin_multiplicity=1 homo_ev=-8.4 total_charge=0
C 0.64034 -1.46161 0.03842
N -0.25408 -0.32743 -0.27360
N -0.15387 -0.03660 -1.90951
C -0.26746 0.68538 0.63890
N -0.64355 0.43169 1.90008
C -0.53886 1.56998 2.54148
N -0.05247 2.55375 1.78169
N 0.10462 1.96858 0.55049
H 0.04364 -2.39535 0.13589
H 1.49803 -1.38303 -0.53645
H 1.03126 -1.17283 1.16325
H -0.29959 -1.13297 -2.08282
H -1.00934 0.39786 -2.28986
H -0.96208 1.77584 3.51521
H 0.51840 2.56851 -0.19476

[16]
15
Properties=species:S:1:pos:R:3 method="wB97M-V/def2-TZVPD" e_above_lowest_ev=3.4882 spin_multiplicity=1 homo_ev=-9.0 total_charge=0
H -0.78967 -0.11304 1.93833
N 0.21717 -0.07959 1.74220
C 0.43488 -0.02473 0.46987
C 1.83041 0.06529 -0.08034
C -0.65453 0.64012 -0.52587
N -0.89761 1.96581 -0.33481
N -1.26906 -0.19869 -1.25284
N -0.58165 -1.54538 -0.68865
N -1.36686 -2.47183 -0.59116
H -1.07460 -3.16443 0.11426
H 1.84664 -0.23979 -1.12788
H 2.18750 1.09482 -0.00955
H 2.49715 -0.57782 0.49781
H -0.60052 2.35208 0.55284
H -1.77926 2.29718 -0.70420

[17]
15
Properties=species:S:1:pos:R:3 method="wB97M-V/def2-TZVPD" e_above_lowest_ev=3.2084 spin_multiplicity=1 homo_ev=-9.3 total_charge=0
H 0.00368 -1.54599 -0.66147
N 0.86521 -1.84278 0.04547
C 1.21258 -1.02766 1.04317
N 0.76837 0.34035 1.05271
C 0.01808 1.10288 0.08057
N 0.54994 2.26883 0.09856
N -0.90586 0.72373 -0.75789
C -1.44526 -0.57433 -0.82397
N -1.84318 -0.94669 -2.02100
H -2.06657 -1.98333 -1.70057
H 1.79173 -1.27127 2.01746
H 0.80003 0.67497 1.97377
H 1.66871 2.10004 0.03356
H 0.24578 2.99177 -0.56315
H -1.66323 -1.01052 0.18278